Record 1
Entry from the Open Molecules 2025 dataset: a structure of composition C23H36AsN6O5S5Ti at a distorted geometry (ωB97M-V with the def2-TZVPD basis set).

```
77
Properties=species:S:1:pos:R:3
Ti 1.65 -1.62 1.33
O 4.15 3.94 2.07
C 3.61 2.70 1.86
C 4.21 1.77 1.02
C 3.59 0.55 0.85
N 2.40 0.33 1.39
C 1.94 1.11 2.37
C 2.50 2.34 2.62
C 1.01 0.35 3.35
O 0.35 0.97 4.18
O 1.15 -0.91 3.23
C 4.28 -0.74 0.41
O 5.25 -0.74 -0.34
O 3.78 -1.74 1.03
H 4.92 4.03 1.50
H 5.18 1.94 0.56
H 2.12 2.98 3.41
S -0.31 -4.30 -1.38
As -0.50 -3.78 0.68
S -0.79 -1.56 0.96
S 1.51 -3.97 1.77
S -1.99 -4.82 1.77
C -5.50 1.85 -1.94
C -4.30 2.73 -1.63
C -2.99 2.17 -2.18
C -2.43 0.98 -1.40
N -2.39 1.19 0.05
C -1.37 1.82 0.67
S -0.26 2.79 -0.16
N -1.27 1.60 1.98
C -2.31 1.08 2.86
C -3.39 2.12 3.16
C -4.60 1.52 3.86
C -5.48 0.69 2.93
H -6.41 2.21 -1.45
H -5.34 0.82 -1.61
H -5.70 1.82 -3.02
H -4.20 2.84 -0.55
H -4.46 3.73 -2.03
H -2.23 2.96 -2.21
H -3.14 1.83 -3.21
H -1.43 0.73 -1.75
H -3.07 0.11 -1.55
H -2.73 0.39 0.57
H -0.48 2.00 2.45
H -1.80 0.76 3.76
H -2.76 0.18 2.43
H -3.70 2.60 2.23
H -2.95 2.91 3.78
H -5.21 2.32 4.29
H -4.27 0.90 4.70
H -5.86 1.31 2.11
H -6.33 0.26 3.45
H -4.93 -0.14 2.48
C 4.71 -3.45 -2.91
C 4.25 -4.09 -1.61
N 3.06 -3.42 -1.13
C 2.49 -2.32 -1.66
N 1.74 -1.56 -0.91
C 0.93 -0.53 -1.56
C 1.56 -0.01 -2.84
C 1.87 -1.20 -3.72
N 2.75 -2.08 -2.99
C 3.48 -3.10 -3.72
H 5.37 -4.13 -3.45
H 5.25 -2.53 -2.68
H 5.03 -4.03 -0.85
H 4.01 -5.14 -1.77
H 2.78 -3.61 -0.17
H 0.78 0.28 -0.86
H -0.06 -0.96 -1.77
H 2.48 0.53 -2.62
H 0.86 0.68 -3.33
H 2.38 -0.91 -4.65
H 0.93 -1.71 -3.99
H 3.74 -2.68 -4.69
H 2.86 -3.99 -3.88
```

Results
* net charge: -2
* spin multiplicity: 2
* LUMO energy (alpha / beta): 3.9 / 3.9 eV
* HOMO level (alpha / beta): -0.0501 / -0.0512 Eh
* frontier orbital gap (alpha / beta): 5.277 / 5.308 eV
* relative energy (zero: lowest compared OMol25 entry of this formula, charge and spin): 1.370 eV

Here are the Löwdin charges for atoms 1 to 4, given in e:
1 Ti 0.531
2 O 0.054
3 C -0.283
4 C 0.062

=====

Record 2
Entry from the Open Molecules 2025 dataset: an isolated molecule of C5H6N2 at a distorted geometry (ωB97M-V with the def2-TZVPD basis set).

```
13
Properties=species:S:1:pos:R:3
C 3.40 -1.35 -2.52
C 1.84 -0.55 -0.78
C 1.05 -0.12 0.04
N 2.68 -0.94 -1.71
N -1.64 0.74 -0.51
C 0.16 0.31 1.12
C -1.32 0.11 0.77
H -0.84 0.60 -1.16
H -2.54 0.44 -0.88
H 0.31 1.37 1.35
H 0.35 -0.24 2.03
H -1.52 -0.96 0.75
H -1.94 0.58 1.53
```

Results
* net charge: 0
* LUMO energy: 0.7 eV
* HOMO level: -0.3472 Eh
* frontier orbital gap: 10.170 eV
* relative energy (zero: lowest compared OMol25 entry of this formula, charge and spin): 3.322 eV

Here are the natural (NBO) charges for atoms 1 to 4, given in e:
1 C 0.348
2 C 0.121
3 C 0.039
4 N -0.556